1.
{
  "formula": "C43H65ClN4O28P",
  "method": "wB97M-V/def2-TZVPD",
  "symbols": ["C", "O", "C", "C", "C", "C", "C", "C", "C", "C", "C", "C", "N", "N", "C", "C", "C", "O", "Cl", "C", "P", "N", "O", "O", "C", "N", "C", "C", "C", "H", "H", "H", "H", "H", "H", "H", "H", "H", "H", "H", "H", "H", "H", "H", "H", "H", "H", "H", "H", "H", "H", "H", "H", "H", "H", "H", "H", "H", "H", "H", "H", "H", "C", "C", "O", "C", "O", "O", "H", "H", "H", "H", "C", "C", "O", "C", "O", "O", "H", "H", "H", "H", "C", "C", "O", "C", "O", "O", "H", "H", "H", "H", "C", "C", "O", "C", "O", "O", "H", "H", "H", "H", "C", "C", "O", "C", "O", "O", "H", "H", "H", "H", "C", "C", "O", "C", "O", "O", "H", "H", "H", "H", "C", "C", "O", "C", "O", "O", "H", "H", "H", "H", "C", "C", "O", "C", "O", "O", "H", "H", "H", "H"],
  "coordinates": [[-4.0564, 2.8729, 4.6560], [-3.3590, 3.9041, 3.9145], [-3.4874, 3.6820, 2.4680], [-3.1260, 5.0124, 1.6434], [-1.6337, 5.0545, 1.0484], [-1.2169, 3.7719, 0.1755], [-2.0354, 3.6021, -1.1976], [-3.2720, 2.5724, -1.0825], [-2.8908, 1.2656, -1.9700], [-3.6939, 0.0215, -1.3012], [-2.8012, -1.2900, -1.0722], [-1.7477, -1.1422, 0.1650], [-2.2342, -0.3943, 1.2425], [-1.4324, -0.2760, 2.3058], [-0.1522, -0.8914, 2.3155], [0.6913, -0.7103, 3.6952], [1.3010, 0.7588, 3.8698], [2.5500, 0.9351, 3.8363], [0.3046, 2.2753, 4.1750], [0.5581, -1.7044, 1.2150], [2.2770, -2.4741, 1.3223], [2.1593, -3.6820, 2.3891], [3.4924, -1.4246, 1.8880], [2.7047, -3.2466, -0.1638], [-0.3800, -1.8618, -0.0724], [0.0058, -2.6060, -1.2647], [0.3770, -1.8051, -2.2620], [1.2624, -0.4804, -2.1409], [-0.0794, -2.2340, -3.7448], [-4.6822, 2.1694, 3.9903], [-3.3384, 2.2087, 5.2801], [-4.8046, 3.3006, 5.4318], [-4.6135, 3.4771, 2.2776], [-2.9166, 2.7445, 2.1393], [-3.9430, 5.2308, 0.8542], [-3.1995, 5.8862, 2.4022], [-1.4109, 5.9892, 0.4168], [-0.9129, 5.0938, 1.9532], [-0.1101, 3.9370, -0.1311], [-1.2214, 2.8441, 0.8456], [-1.3057, 3.1868, -1.9878], [-2.4657, 4.6074, -1.5632], [-3.4879, 2.2772, 0.0065], [-4.2400, 3.0049, -1.5268], [-3.2518, 1.3907, -3.0623], [-1.7795, 1.0007, -1.9404], [-4.2637, 0.2973, -0.3507], [-4.5047, -0.2745, -2.0771], [-2.2851, -1.6526, -2.0230], [-3.5117, -2.1444, -0.7392], [-1.7756, 0.2546, 3.1343], [-0.0644, -0.9373, 4.5455], [1.5186, -1.4995, 3.8040], [2.8256, -3.4984, 3.1560], [3.2051, -0.5171, 1.5700], [3.0426, -2.5047, -0.7327], [2.3758, -0.7117, -1.9707], [1.1880, 0.0911, -3.1404], [0.9097, 0.2458, -1.3272], [0.4915, -1.6169, -4.5382], [0.2292, -3.3307, -3.9436], [-1.1906, -2.0517, -3.9407], [4.0213, 4.1064, -0.9043], [4.3946, 3.1802, -2.0172], [4.1955, 1.8939, -1.4404], [3.3028, 2.0446, -0.4301], [2.7853, 1.1274, 0.1594], [3.0654, 3.3520, -0.1672], [3.5870, 5.0362, -1.2657], [4.8673, 4.3392, -0.2508], [3.7392, 3.2841, -2.8859], [5.4297, 3.3081, -2.3372], [6.7091, -0.1960, 1.6567], [7.8564, -1.1597, 1.6710], [8.6549, -0.7226, 0.5806], [8.3629, 0.5911, 0.3708], [8.9758, 1.3111, -0.3632], [7.2829, 0.9798, 1.1049], [6.3142, -0.0028, 2.6555], [5.8916, -0.5273, 1.0093], [8.4461, -1.0950, 2.5901], [7.5353, -2.1928, 1.5283], [2.0706, -5.2794, 5.8721], [2.4492, -6.2042, 4.7558], [2.2553, -7.4910, 5.3232], [1.3568, -7.3495, 6.3373], [0.8440, -8.2612, 6.9178], [1.1166, -6.0340, 6.6038], [1.6337, -4.3465, 5.5108], [2.9150, -5.0461, 6.5276], [1.7951, -6.0990, 3.8853], [3.4852, -6.0724, 4.4386], [-4.1742, -1.6311, -5.6543], [-4.5547, -0.2773, -6.1713], [-3.5512, 0.5692, -5.6222], [-2.4674, -0.2112, -5.3648], [-1.3869, 0.2113, -5.0522], [-2.7627, -1.5310, -5.5063], [-4.4358, -2.4279, -6.3454], [-4.6165, -1.8458, -4.6812], [-4.5097, -0.2171, -7.2628], [-5.5477, 0.0310, -5.8406], [-0.7071, 7.0082, -3.1910], [0.1672, 7.3588, -4.3555], [1.4355, 6.8470, -3.9684], [1.2091, 5.8609, -3.0617], [2.0526, 5.1071, -2.6562], [-0.0931, 5.8355, -2.6724], [-1.7378, 6.8085, -3.4880], [-0.7038, 7.7808, -2.4167], [-0.1468, 6.8642, -5.2792], [0.2185, 8.4345, -4.5296], [-1.0010, 5.0877, 6.9621], [-2.4950, 5.1415, 6.9273], [-2.7869, 6.4067, 7.5021], [-1.6825, 7.1868, 7.3304], [-1.6453, 8.3628, 7.5485], [-0.6268, 6.4539, 6.8746], [-0.5885, 4.5167, 6.1278], [-0.6171, 4.6761, 7.9004], [-2.8869, 5.1158, 5.9065], [-2.9547, 4.3375, 7.5052], [4.4422, -6.4988, -0.5045], [2.9764, -6.3767, -0.2196], [2.4157, -7.4596, -0.9481], [3.4010, -8.3862, -1.1095], [3.2260, -9.4917, -1.5335], [4.6111, -7.8916, -0.7248], [5.0591, -6.1598, 0.3294], [4.7397, -5.9590, -1.4089], [2.7442, -6.5064, 0.8417], [2.5644, -5.4271, -0.5582], [-5.5858, -6.4667, -6.7867], [-4.3276, -7.0421, -6.2125], [-3.6560, -5.8974, -5.7030], [-4.6020, -4.9501, -5.4681], [-4.3995, -3.9211, -4.8801], [-5.8062, -5.3146, -5.9826], [-6.4289, -7.1555, -6.7185], [-5.4663, -6.1535, -7.8278], [-4.5215, -7.7344, -5.3881], [-3.7195, -7.5477, -6.9639]],
  "mulliken_charge": [-0.75, -0.32, 0.05, -0.74, -0.74, 0.54, -0.44, -0.21, 0.16, -1.08, -0.13, 0.39, -0.68, 0.26, 0.08, -0.53, 0.43, -0.46, 0.02, 0.94, 0.41, -0.36, -0.27, -0.40, -0.64, -0.33, 0.75, -1.06, -0.68, 0.37, 0.21, 0.28, 0.35, -0.15, 0.31, 0.37, 0.30, 0.21, -0.01, -0.36, 0.29, 0.16, -0.11, 0.31, 0.30, -0.16, 0.44, 0.38, -0.11, 0.44, 0.29, 0.51, 0.08, 0.16, 0.21, 0.21, 0.32, 0.52, -0.02, 0.34, 0.34, -0.10, -0.29, -0.31, -0.36, 0.48, -0.34, -0.21, 0.26, 0.32, 0.23, 0.34, 0.18, -0.36, -0.32, 0.60, -0.53, -0.34, 0.30, -0.07, 0.27, 0.29, -0.05, -0.14, -0.34, 0.59, -0.51, -0.35, 0.05, 0.28, 0.17, 0.30, -0.19, -0.40, -0.32, 0.66, -0.52, -0.23, 0.15, 0.28, 0.31, 0.31, -0.38, -0.43, -0.33, 0.40, -0.50, -0.06, 0.35, 0.30, 0.28, 0.32, -0.03, 0.17, -0.37, 0.60, -0.52, -0.33, -0.02, 0.27, -0.07, 0.35, -0.34, 0.53, -0.35, 0.55, -0.52, -0.35, 0.29, 0.30, 0.02, -0.17, -0.31, -0.32, -0.27, 0.58, -0.50, -0.30, 0.29, 0.26, 0.28, 0.30],
  "e_tot_ev": -130733.376,
  "charge": 1
}

2.
{
  "formula": "C3H16Si5",
  "method": "wB97M-V/def2-TZVPD",
  "symbols": ["C", "C", "C", "Si", "Si", "Si", "Si", "Si", "H", "H", "H", "H", "H", "H", "H", "H", "H", "H", "H", "H", "H", "H", "H", "H"],
  "coordinates": [[2.2585, 1.2152, -0.4398], [2.9587, -1.5801, -1.0566], [0.3753, -0.7505, -2.4992], [-3.0224, 1.2605, 1.5648], [-1.6931, 0.8890, 3.3920], [-2.7164, -0.7668, 0.4772], [-0.3913, -1.1552, 0.5757], [1.3729, -0.4256, -0.8675], [1.4826, 2.0347, -0.2397], [2.5410, 1.2005, 0.5834], [2.9499, 1.5885, -1.1434], [2.6397, -2.5864, -1.0183], [3.6757, -1.6403, -1.9954], [3.5418, -1.4862, -0.1669], [0.9064, -0.5617, -3.3816], [0.2110, -1.7805, -2.4483], [-0.6019, -0.2152, -2.6813], [-4.5083, 1.4621, 1.3486], [-2.2496, 2.1820, 0.6411], [-0.4552, 1.6048, 3.6589], [-2.2566, 0.7214, 4.7593], [-2.8244, -1.8034, 1.6054], [-3.4045, -0.9069, -0.8732], [-0.4599, -2.6544, 0.7732]],
  "nbo_charge": [-1.09, -1.08, -1.07, 0.11, 0.38, 0.18, 0.10, 1.18, 0.23, 0.25, 0.24, 0.22, 0.25, 0.23, 0.23, 0.23, 0.23, -0.08, -0.10, -0.15, -0.15, -0.10, -0.09, -0.15],
  "e_tot_ev": -42753.288,
  "charge": 0,
  "spin_multiplicity": 3
}

3.
{
  "formula": "C36H41BCl5F2KN3O4SbSe2",
  "method": "wB97M-V/def2-TZVPD",
  "symbols": ["K", "C", "Se", "C", "C", "Se", "C", "H", "H", "H", "H", "H", "H", "H", "H", "H", "H", "Cl", "C", "C", "C", "Cl", "C", "Cl", "C", "Cl", "C", "Cl", "C", "O", "C", "C", "C", "C", "C", "C", "N", "C", "N", "C", "C", "C", "C", "C", "C", "O", "C", "N", "C", "C", "C", "C", "C", "C", "O", "C", "H", "H", "H", "H", "H", "H", "H", "H", "H", "H", "H", "H", "H", "H", "H", "H", "H", "H", "H", "H", "H", "H", "O", "C", "F", "B", "F", "C", "Sb", "C", "C", "H", "H", "H", "H", "H", "H", "H", "H", "H"],
  "coordinates": [[0.4028, 1.1413, 0.7345], [5.3184, 0.0311, 4.7193], [5.0219, 1.4624, 3.4332], [4.3981, 0.2961, 1.9783], [4.6768, 0.9234, 0.6239], [3.3531, 0.5257, -0.7853], [4.1911, 2.1811, -1.8610], [5.6170, 0.4850, 5.6629], [6.1044, -0.6387, 4.3737], [4.3942, -0.5251, 4.8687], [3.3413, 0.1030, 2.1357], [4.9428, -0.6389, 2.1093], [5.6273, 0.5647, 0.2263], [4.7462, 2.0093, 0.6881], [3.8749, 3.1313, -1.4211], [3.7816, 2.0915, -2.8716], [5.2837, 2.1482, -1.9120], [-2.1442, 2.9875, 4.3592], [-0.6526, 3.8039, 3.8641], [0.1908, 3.1468, 2.9944], [1.2930, 3.8921, 2.6277], [2.3937, 3.2108, 1.4216], [1.6000, 5.1651, 3.0956], [3.0200, 6.0226, 2.5861], [0.7225, 5.7613, 3.9982], [1.0538, 7.3416, 4.6228], [-0.4280, 5.0764, 4.3838], [-1.5347, 5.8359, 5.4859], [-1.5573, -5.1727, -4.9175], [-1.6247, -3.9233, -4.2776], [-2.7393, -3.1614, -4.4775], [-3.7348, -3.4493, -5.3880], [-4.8427, -2.6071, -5.5037], [-4.9435, -1.4993, -4.6854], [-3.9523, -1.2116, -3.7533], [-2.8207, -2.0183, -3.6471], [-1.7976, -1.8349, -2.7474], [-1.3761, -0.7159, -2.0528], [-1.8177, 0.5077, -2.6067], [-1.4957, 1.7424, -2.0450], [-1.8480, 2.0905, -0.7336], [-1.3954, 3.3048, -0.1901], [-0.6711, 4.1900, -0.9558], [-0.3881, 3.8825, -2.2872], [-0.8031, 2.6793, -2.8294], [-0.5305, 2.2769, -4.1102], [0.0976, 3.2058, -4.9637], [-0.5409, -0.7681, -1.0926], [0.0038, -1.9913, -0.6174], [1.5262, -1.9469, -0.5576], [2.1134, -3.2981, -0.2212], [1.3511, -4.3710, 0.0894], [-0.0631, -4.3463, 0.0850], [-0.6816, -3.1451, -0.2814], [-2.0766, -3.2083, -0.3038], [-2.7811, -2.2639, 0.4700], [-0.6449, -5.6437, -4.5603], [-1.5100, -5.0639, -6.0069], [-2.4163, -5.7987, -4.6553], [-3.6584, -4.3266, -6.0150], [-5.6186, -2.8373, -6.2228], [-5.8098, -0.8524, -4.7477], [-4.0555, -0.3681, -3.0871], [-1.2371, -2.6497, -2.5169], [-1.7254, 0.5033, -3.6143], [-1.5972, 3.5260, 0.8514], [-0.2921, 5.1055, -0.5214], [0.2007, 4.5697, -2.8770], [0.0897, 2.7597, -5.9557], [1.1321, 3.3877, -4.6575], [-0.4454, 4.1555, -4.9884], [1.9012, -1.6271, -1.5480], [3.1961, -3.3672, -0.2109], [1.8534, -5.2982, 0.3595], [-0.6701, -5.1745, 0.4210], [-3.3394, -2.7895, 1.2531], [-3.4882, -1.7287, -0.1655], [-2.1054, -1.5493, 0.9467], [1.5503, -0.6899, 1.4836], [2.1612, -0.9457, 0.4387], [-3.8432, 0.5650, -0.5272], [-2.8938, 1.2844, 0.0716], [-3.0178, 1.4267, 1.3837], [-0.8370, -2.6849, 3.3852], [-0.6095, -0.5492, 3.5392], [-1.6432, -0.4831, 5.4516], [1.3225, -0.6729, 4.4757], [-0.4805, -3.1563, 4.3036], [-0.2695, -3.0580, 2.5320], [-1.8877, -2.9400, 3.2394], [-1.3644, -1.3621, 6.0359], [-2.7245, -0.4735, 5.3081], [-1.3623, 0.4201, 5.9924], [1.2136, -1.0778, 5.4830], [1.7886, 0.3123, 4.5175], [1.9383, -1.3305, 3.8646]],
  "mulliken_charge": [0.73, -0.86, 0.03, 0.15, -1.17, 0.31, -1.28, 0.33, 0.26, 0.22, -0.40, 0.48, 0.43, 0.54, 0.27, 0.23, 0.33, -0.20, 0.47, -1.15, 1.05, -0.10, -0.47, -0.22, 0.67, -0.24, -0.48, -0.24, -1.06, -0.32, 0.73, -0.47, -0.67, -0.91, -0.08, -0.10, 0.25, -0.76, 0.37, -0.08, -0.77, -0.85, -0.91, -0.49, 0.85, -0.42, -0.97, 0.41, 0.11, 0.92, -1.52, -0.46, -1.28, 0.76, -0.58, -0.17, 0.26, 0.33, 0.42, 0.38, 0.36, 0.37, 0.39, 0.38, 0.45, 0.53, 0.43, 0.39, 0.27, 0.34, 0.38, 0.37, 0.39, 0.29, 0.35, 0.32, 0.16, -0.28, -0.04, -1.28, -0.09, 1.06, -0.17, -1.35, 0.78, -1.45, -1.41, 0.61, 0.18, 0.33, 0.41, 0.35, 0.35, 0.56, 0.29, 0.37],
  "e_tot_ev": -272935.695,
  "charge": -2
}